{"formula": "C31H25N2O22P", "method": "the ωB97M-V functional and the def2-TZVPD basis", "energy_ev": -89859.9867, "max_force_ha_per_bohr": 0.1763, "symbols": ["N", "P", "N", "C", "O", "O", "H", "H", "H", "H", "H", "C", "C", "C", "O", "C", "C", "C", "O", "O", "O", "H", "H", "H", "H", "C", "C", "C", "O", "C", "C", "C", "O", "O", "O", "H", "H", "H", "H", "C", "C", "C", "O", "C", "C", "C", "O", "O", "O", "H", "H", "H", "H", "C", "C", "C", "O", "C", "C", "C", "O", "O", "O", "H", "H", "H", "H", "C", "C", "C", "O", "C", "C", "C", "O", "O", "O", "H", "H", "H", "H"], "coordinates": [[6.4606, -2.0260, -0.4410], [6.1945, -1.6889, -2.0013], [7.4971, -0.6522, -2.7377], [7.3220, -0.9201, -4.2474], [6.5807, -0.1044, -5.0047], [7.9910, -2.1631, -4.7370], [6.5112, -3.0707, -0.3962], [4.9614, -0.9278, -2.1854], [6.0666, -2.8657, -2.8467], [8.4432, -0.9670, -2.4240], [7.2213, -2.7780, -4.9680], [2.4283, -4.5636, -0.7217], [2.8090, -3.3070, -0.4831], [1.9727, -2.3879, 0.3375], [2.3577, -1.2446, 0.5555], [0.6944, -2.8984, 0.8573], [0.3123, -4.1539, 0.6157], [1.1617, -5.0809, -0.1815], [0.7922, -6.2349, -0.3713], [-0.8890, -4.6394, 1.0988], [3.9970, -2.8129, -0.9896], [3.0275, -5.2431, -1.3146], [0.0880, -2.2145, 1.4371], [-0.9363, -5.5710, 0.7917], [4.0471, -1.8832, -0.6774], [-3.5783, -1.5444, 0.1107], [-4.7420, -0.9110, -0.0487], [-4.8007, 0.5663, -0.2267], [-5.8833, 1.1180, -0.3899], [-3.5348, 1.3153, -0.1937], [-2.3715, 0.6821, -0.0308], [-2.3109, -0.7977, 0.1195], [-1.2252, -1.3532, 0.2492], [-1.1782, 1.3801, 0.0038], [-5.9376, -1.6058, -0.0553], [-3.5209, -2.6180, 0.2389], [-3.5932, 2.3903, -0.3064], [-0.4815, 0.6995, 0.1298], [-6.6337, -0.9259, -0.1873], [-7.2836, -6.7396, 0.0546], [-6.9030, -5.4831, 0.2932], [-7.7393, -4.5639, 1.1138], [-7.3542, -3.4206, 1.3317], [-9.0175, -5.0745, 1.6335], [-9.3996, -6.3300, 1.3919], [-8.5503, -7.2570, 0.5948], [-8.9197, -8.4109, 0.4049], [-10.6009, -6.8154, 1.8751], [-5.7150, -4.9890, -0.2134], [-6.6844, -7.4191, -0.5383], [-9.6240, -4.3906, 2.2133], [-10.6482, -7.7470, 1.5679], [-5.6649, -4.0593, 0.0988], [-1.0680, 4.4995, -0.2417], [-2.2317, 5.1329, -0.4011], [-2.2904, 6.6102, -0.5791], [-3.3730, 7.1619, -0.7423], [-1.0245, 7.3591, -0.5461], [0.1388, 6.7260, -0.3832], [0.1994, 5.2462, -0.2329], [1.2851, 4.6907, -0.1032], [1.3321, 7.4240, -0.3486], [-3.4273, 4.4381, -0.4077], [-1.0106, 3.4259, -0.1135], [-1.0829, 8.4341, -0.6588], [2.0288, 6.7434, -0.2226], [-4.1234, 5.1180, -0.5397], [5.7948, 3.6912, 1.9613], [4.6311, 4.3246, 1.8019], [4.5724, 5.8019, 1.6238], [3.4898, 6.3536, 1.4606], [5.8383, 6.5508, 1.6568], [7.0016, 5.9177, 1.8197], [7.0622, 4.4379, 1.9700], [8.1479, 3.8824, 2.0997], [8.1948, 6.6157, 1.8544], [3.4355, 3.6298, 1.7952], [5.8522, 2.6176, 2.0895], [5.7799, 7.6258, 1.5441], [8.8916, 5.9351, 1.9803], [2.7394, 4.3097, 1.6632]], "forces_ev_per_a": [[0.091, -0.352, -2.456], [1.226, 0.058, 2.046], [-1.247, -1.874, -2.889], [-2.703, 3.439, -2.672], [4.859, -5.866, 4.912], [-3.047, 2.052, 1.005], [0.067, 1.168, 0.198], [1.412, -0.238, -0.480], [-0.028, 1.006, 0.258], [-1.136, -0.114, -0.273], [1.472, 1.251, 0.081], [-0.182, -0.218, 0.051], [1.430, -0.018, -0.993], [-0.442, 0.793, 0.572], [-0.012, -0.766, -0.403], [0.646, -0.058, 0.369], [-1.370, -0.043, 0.742], [0.129, -0.828, -0.415], [0.043, 0.830, 0.249], [1.556, -0.133, -0.907], [-2.561, -0.234, 0.891], [-0.047, 0.025, 0.040], [0.428, -0.359, 0.002], [0.034, 0.389, 0.136], [0.086, -0.462, 0.339], [0.448, 0.028, 0.023], [-1.428, -1.363, 0.030], [-0.402, 1.004, -0.122], [0.666, -0.704, 0.145], [-0.309, -0.049, -0.039], [0.938, 1.205, -0.023], [0.125, -0.801, 0.098], [-1.163, 1.079, -0.478], [-1.031, -1.803, 0.073], [1.551, 1.731, -0.284], [0.076, 0.038, -0.001], [-0.022, -0.156, 0.007], [-0.151, 0.302, -0.041], [0.203, -0.317, 0.093], [-0.261, -0.282, 0.048], [1.676, 0.161, -0.887], [-0.368, 0.954, 0.559], [-0.171, -1.099, -0.185], [0.248, 0.243, -0.070], [-1.688, -0.132, 0.870], [0.342, -0.928, -0.533], [-0.002, 0.896, 0.298], [1.729, -0.077, -0.965], [-1.669, 0.020, 1.029], [-0.042, 0.037, 0.046], [0.043, -0.038, -0.026], [0.026, 0.374, 0.130], [-0.110, -0.243, -0.158], [0.323, -0.003, 0.037], [-0.915, -1.188, 0.072], [-0.342, 1.027, -0.132], [0.540, -0.681, 0.139], [-0.499, -0.073, -0.034], [1.563, 1.513, -0.036], [0.274, -0.857, 0.118], [-0.628, 0.540, -0.052], [-1.433, -1.697, -0.079], [1.009, 1.720, -0.120], [0.028, 0.180, -0.027], [0.001, -0.069, 0.001], [-0.131, 0.343, 0.154], [0.233, -0.252, 0.039], [0.471, 0.041, 0.027], [-1.492, -1.466, 0.084], [-0.178, 0.882, -0.113], [0.535, -0.506, 0.082], [-0.455, 0.002, -0.045], [1.341, 1.426, -0.022], [0.378, -1.136, 0.145], [-0.628, 0.730, -0.099], [-1.216, -1.604, 0.047], [1.380, 1.687, 0.007], [-0.001, 0.064, -0.025], [0.002, -0.058, 0.000], [-0.284, 0.256, -0.059], [0.163, -0.347, -0.149]], "mulliken_charge": [-0.6729, 0.4924, -0.3596, 0.3744, -0.4617, -0.4218, 0.2518, 0.1226, 0.0213, 0.3481, 0.3598, -0.6786, -0.1549, 1.3314, -0.6419, -0.8958, 0.4671, 0.8286, -0.6218, -0.5644, -0.3322, 0.4309, 0.1986, 0.3449, 0.3107, -1.0045, 0.5953, 0.6640, -0.6360, -0.6902, 0.1913, 0.3958, -0.4362, -0.5018, -0.4184, 0.4815, 0.7094, 0.2327, 0.3302, -0.8745, 0.4231, 0.8895, -0.5418, -0.8870, 0.3078, 0.9341, -0.6075, -0.5621, -0.5180, 0.4249, 0.4236, 0.3492, 0.2417, -0.8923, 0.1944, 0.8424, -0.6299, -0.8295, 0.2370, 0.9245, -0.6163, -0.5754, -0.4831, 0.7774, 0.4397, 0.3090, 0.3171, -0.7622, 0.3098, 0.9304, -0.6174, -0.9775, 0.3782, 0.9007, -0.6097, -0.5682, -0.5524, 0.4860, 0.4301, 0.3476, 0.2963]}

=====

{"formula": "C17H29DyFNO2P2", "method": "the ωB97M-V functional and the def2-TZVPD basis", "energy_ev": -69061.6920, "max_force_ha_per_bohr": 0.0492, "relative_energy_kj_mol": 0.0, "s2": 9.35, "spin_multiplicity": 6, "symbols": ["C", "C", "N", "C", "C", "C", "C", "P", "Dy", "P", "C", "C", "C", "C", "C", "C", "C", "O", "O", "H", "H", "H", "C", "C", "H", "H", "H", "H", "C", "C", "H", "H", "H", "H", "H", "H", "H", "H", "H", "H", "H", "H", "H", "H", "H", "H", "H", "H", "H", "H", "H", "H", "F"], "coordinates": [[-0.8050, 3.8330, -1.8079], [-0.8609, 2.5009, -1.3940], [-0.0547, 2.0536, -0.3878], [0.8594, 2.8897, 0.1585], [0.8878, 4.2412, -0.1712], [0.0472, 4.7180, -1.1694], [-1.7768, 1.5679, -2.1227], [-2.3555, 0.1130, -1.1727], [-0.3454, -0.1154, 0.7056], [2.3136, 0.5837, 1.0251], [1.8682, 2.3715, 1.1896], [-0.0121, -2.4928, 0.2555], [-1.0378, -3.1097, 1.0097], [-1.0210, -4.5127, 1.1883], [0.0282, -5.2764, 0.6625], [1.0759, -4.6454, -0.0240], [1.0730, -3.2453, -0.1863], [-0.7608, 0.5356, -4.2269], [0.4614, -1.2961, -3.1094], [-1.4882, 4.1462, -2.5983], [1.5970, 4.8771, 0.3606], [0.0667, 5.7736, -1.4506], [-3.8378, 0.7137, -0.2888], [-3.0226, -1.0248, -2.4205], [2.7986, 2.9529, 1.0843], [1.4608, 2.5472, 2.2022], [-1.1845, 1.1493, -3.1441], [-2.6502, 2.1175, -2.5217], [2.7800, 0.1666, 2.7435], [3.9087, 0.6630, 0.1551], [-1.8457, -2.5239, 1.4589], [-1.8330, -5.0026, 1.7387], [0.0359, -6.3590, 0.7897], [1.9004, -5.2345, -0.4417], [1.9152, -2.7462, -0.6711], [0.4704, -1.0904, -2.0779], [0.0452, -2.1782, -3.2174], [-0.1984, -0.2850, -3.7412], [-0.1061, 1.0874, -4.6827], [0.4496, -1.0169, -0.8872], [-4.6457, 0.9615, -0.9980], [-4.1726, -0.0830, 0.3960], [-3.5774, 1.5989, 0.3123], [-3.8758, -0.5778, -2.9599], [-2.2518, -1.3235, -3.1472], [-3.3612, -1.9306, -1.8946], [4.6856, 1.1681, 0.7537], [4.2282, -0.3663, -0.0623], [3.7746, 1.1967, -0.7963], [3.6773, 0.7180, 3.0648], [1.9404, 0.3790, 3.4237], [2.9806, -0.9147, 2.7791], [-1.1891, 0.0981, 2.5328]], "forces_ev_per_a": [[-0.074, 0.313, 0.111], [-0.188, -0.393, 0.200], [0.345, 0.460, -0.562], [-0.222, 0.353, -0.130], [0.432, -0.257, 0.170], [-0.145, 0.089, -0.142], [-0.132, 0.265, 0.359], [0.237, 0.626, -0.433], [0.133, -1.921, -0.406], [0.186, 0.219, 0.352], [-0.193, 0.365, -0.066], [-0.595, 0.898, 2.291], [0.823, -1.506, -0.704], [-0.230, 0.341, -0.031], [-0.048, 0.363, -0.118], [0.078, 0.464, -0.005], [-0.484, -1.242, 0.117], [1.355, -0.888, -1.077], [-0.287, -1.006, -1.015], [0.308, 0.027, 0.203], [-0.230, -0.043, -0.304], [-0.013, -0.338, 0.085], [-0.420, -0.139, -0.043], [-0.271, -0.354, -0.210], [-0.388, 0.024, 0.203], [0.197, -0.105, -0.309], [-0.899, 0.536, 1.477], [0.357, -0.067, 0.119], [0.304, -0.034, 0.151], [0.232, -0.165, -0.205], [0.097, -0.137, -0.036], [0.330, 0.094, -0.156], [-0.027, 0.248, -0.024], [-0.270, 0.121, 0.271], [-0.198, -0.115, -0.103], [0.073, 0.160, 0.737], [0.429, 0.730, 0.139], [-0.386, 0.507, -0.640], [-0.190, -0.283, 0.038], [0.568, 1.198, -1.389], [0.198, 0.007, 0.338], [-0.023, 0.350, -0.212], [-0.089, -0.290, -0.201], [0.340, -0.148, 0.180], [-0.275, 0.227, 0.346], [0.037, 0.247, -0.198], [-0.334, -0.147, -0.165], [-0.017, 0.330, -0.013], [0.033, -0.215, 0.224], [-0.280, -0.173, 0.037], [0.254, -0.079, -0.242], [-0.010, 0.326, 0.069], [-0.431, 0.156, 0.922]], "mulliken_charge": [-0.9511, 0.5054, 0.2480, 0.9435, -0.9188, -0.4821, -0.6420, 1.0578, 0.0362, 1.1146, -1.4206, 0.7190, -0.5499, -0.6250, -0.3943, -0.5201, -0.4911, -0.7290, -0.7432, 0.4489, 0.4425, 0.4003, -1.3482, -1.2156, 0.4699, 0.3364, -0.0140, 0.4693, -1.3948, -1.3279, 0.3313, 0.3356, 0.3540, 0.3454, 0.3079, -0.3678, 0.3159, 0.3868, 0.3084, 0.4322, 0.3833, 0.3645, 0.3554, 0.4132, 0.2832, 0.4111, 0.4018, 0.3883, 0.3553, 0.4053, 0.4063, 0.3722, -0.7139]}

=====

{"formula": "C4H7NO", "method": "the ωB97M-V functional and the def2-TZVPD basis", "energy_ev": -7793.0874, "max_force_ha_per_bohr": 0.0082, "relative_energy_kj_mol": 632.7, "symbols": ["O", "C", "C", "N", "C", "C", "H", "H", "H", "H", "H", "H", "H"], "coordinates": [[1.4458, -0.2361, 1.3401], [0.3796, -0.0962, 0.4524], [-0.4131, 1.1721, 0.1139], [-0.8682, 0.3588, -1.0628], [0.5005, -0.2840, -1.0508], [-0.7507, -1.0585, 0.8425], [1.0884, -0.1422, 2.2366], [-1.2028, 1.4882, 0.7985], [0.1701, 2.0211, -0.2562], [0.5818, -1.3034, -1.4383], [1.1918, 0.3822, -1.5791], [-1.5846, -0.2986, -0.6893], [-0.5386, -2.0035, 0.2923]], "forces_ev_per_a": [[-0.056, 0.029, 0.129], [-0.125, -0.005, -0.097], [-0.045, 0.253, 0.204], [-0.163, 0.009, -0.090], [0.154, -0.200, -0.154], [0.202, -0.129, 0.099], [0.125, 0.009, -0.105], [0.107, -0.084, -0.064], [-0.042, -0.135, 0.128], [-0.109, 0.149, 0.049], [-0.094, -0.091, 0.126], [0.036, 0.094, -0.410], [0.011, 0.101, 0.185]], "mulliken_charge": [-0.5732, 0.7271, -0.5162, -0.5238, -0.5325, -0.6273, 0.3461, 0.2874, 0.2719, 0.2725, 0.2916, 0.3367, 0.2395]}